1.
C15H58N26O15 | wB97M-V/def2-TZVPD

Frontier orbital gap, eV: 8.96
Total charge: 0
E, eV: -85959.39649

```
114
Properties=species:S:1:pos:R:3:lowdin_charge:R:1
C -0.523 1.786 -4.347 -0.817
O -1.158 1.818 -5.396 0.010
N 0.476 1.003 -4.091 0.199
N -0.939 2.409 -3.284 0.170
H 1.185 1.262 -3.420 0.073
H 0.747 0.477 -4.910 0.128
H -1.800 2.890 -3.501 0.114
H -0.344 2.403 -2.468 0.078
C -0.502 0.648 4.470 -0.867
O -1.113 1.605 4.202 0.063
N -0.926 -0.345 5.186 0.183
N 0.696 0.412 4.090 0.197
H -1.769 -0.149 5.707 0.122
H -0.150 -0.842 5.601 0.111
H 1.340 1.039 3.628 0.083
H 1.268 -0.335 4.458 0.074
C 2.375 -2.298 -2.752 -0.810
O 1.541 -2.675 -3.517 0.047
N 2.193 -1.933 -1.543 0.196
N 3.680 -2.400 -2.994 0.145
H 3.011 -1.556 -1.088 0.097
H 1.264 -1.736 -1.198 0.056
H 4.327 -2.318 -2.222 0.095
H 4.092 -2.669 -3.876 0.109
C -4.966 -1.662 1.094 -0.721
O -5.784 -2.311 1.674 0.052
N -3.657 -2.031 0.809 0.168
N -5.146 -0.361 0.867 0.155
H -3.237 -2.923 1.032 0.078
H -3.262 -1.508 0.041 0.019
H -4.510 0.353 0.541 0.071
H -6.108 -0.054 0.861 0.110
C 0.709 5.424 -1.324 -0.821
O 1.858 5.388 -1.058 0.063
N 0.222 6.376 -2.061 0.177
N -0.199 4.569 -0.965 0.186
H -0.788 6.388 -2.060 0.108
H 0.786 7.111 -2.464 0.129
H -1.160 4.848 -1.102 0.106
H 0.211 3.738 -0.564 0.094
C 4.227 0.468 2.396 -0.856
O 5.021 -0.423 2.563 0.027
N 3.936 1.388 3.227 0.192
N 3.473 0.471 1.359 0.184
H 4.482 1.469 4.072 0.133
H 3.299 2.145 3.023 0.045
H 2.848 1.261 1.287 0.068
H 3.766 -0.109 0.585 0.108
C 2.121 -2.668 3.991 -0.822
O 2.454 -2.105 5.011 0.014
N 2.351 -2.270 2.783 0.198
N 1.443 -3.762 4.023 0.180
H 2.133 -2.962 2.080 0.075
H 3.208 -1.738 2.724 0.085
H 1.652 -4.237 4.890 0.124
H 1.328 -4.247 3.144 0.051
C -2.854 -4.963 -1.050 -0.786
O -2.643 -4.913 0.123 0.044
N -3.350 -6.009 -1.547 0.181
N -2.648 -3.929 -1.936 0.186
H -3.700 -6.796 -1.019 0.138
H -3.632 -5.919 -2.513 0.112
H -3.111 -4.026 -2.828 0.095
H -2.358 -3.012 -1.627 0.070
C 1.519 3.953 2.212 -0.748
O 1.988 2.790 2.250 -0.048
N 2.198 4.991 2.088 0.221
N 0.247 4.126 2.346 0.214
H 1.796 5.914 2.175 0.143
H 3.146 4.746 1.839 0.137
H -0.408 3.360 2.419 0.102
H -0.160 5.050 2.316 0.123
C 3.711 2.033 -1.460 -0.748
O 2.654 1.640 -1.947 0.015
N 3.776 2.999 -0.555 0.172
N 4.907 1.645 -1.746 0.181
H 4.593 3.105 0.029 0.114
H 2.987 3.607 -0.388 0.067
H 5.682 1.857 -1.134 0.123
H 5.056 1.044 -2.544 0.125
C -3.857 3.088 0.011 -0.845
O -4.930 3.584 0.190 0.072
N -3.270 2.994 -1.123 0.168
N -3.195 2.356 0.810 0.186
H -2.275 2.869 -1.241 0.066
H -3.876 3.110 -1.922 0.127
H -3.351 2.323 1.807 0.140
H -2.331 1.951 0.478 0.064
C 1.345 -5.123 0.308 -0.708
O 1.519 -4.818 1.485 0.011
N 1.983 -6.056 -0.327 0.164
N 0.330 -4.834 -0.445 0.194
H 1.772 -6.199 -1.304 0.115
H 2.709 -6.595 0.125 0.125
H -0.468 -4.274 -0.180 0.089
H 0.326 -5.099 -1.420 0.117
C -3.586 -0.610 -2.609 -0.639
O -2.938 -0.760 -1.562 -0.041
N -4.870 -0.899 -2.831 0.193
N -2.910 -0.224 -3.710 0.195
H -5.343 -1.188 -1.987 0.115
H -5.100 -1.121 -3.789 0.117
H -1.915 -0.049 -3.718 0.091
H -3.370 -0.124 -4.603 0.112
C -0.179 -1.038 0.535 -0.200
C -0.578 0.423 0.727 -0.206
O -0.034 1.313 -0.230 -0.081
O -0.390 -1.384 -0.808 -0.105
H -0.787 -1.688 1.165 0.125
H 0.889 -1.210 0.664 0.095
H -0.400 0.931 1.675 0.099
H -1.661 0.437 0.605 0.086
H 0.898 1.148 -0.394 0.057
H -1.238 -1.048 -1.104 0.033
```

2.
C15H58O20 | wB97M-V/def2-TZVPD

2S+1: 2
Frontier orbital gap (spin up / spin down), eV: 2.25 / 9.04
Total charge: -1
E, eV: -57441.41668
⟨S²⟩: 0.750

```
93
Properties=species:S:1:pos:R:3:lowdin_charge:R:1
O 4.054 1.298 -1.951 -0.036
H 4.128 2.250 -1.883 0.012
H 3.406 1.060 -1.288 -0.006
O -2.843 0.952 -3.247 -0.157
H -3.203 1.752 -3.632 0.019
H -2.937 1.077 -2.303 -0.019
O 1.408 -2.068 -3.797 -0.048
H 0.938 -2.007 -2.966 -0.032
H 0.847 -2.612 -4.350 0.022
O -2.989 -1.373 -4.823 -0.081
H -2.944 -0.551 -4.335 -0.042
H -3.757 -1.821 -4.468 0.016
O 2.009 3.191 -0.755 -0.027
H 2.357 3.884 -1.316 0.060
H 1.618 3.655 -0.015 0.042
O -0.228 1.299 -4.844 -0.053
H -0.714 1.835 -5.471 0.052
H -0.903 0.875 -4.315 0.009
O 2.449 1.033 -4.804 -0.069
H 2.702 1.792 -5.330 0.013
H 1.513 1.152 -4.647 -0.042
C -1.689 3.207 1.261 -0.215
C -2.321 4.471 1.944 -0.236
O -1.472 5.518 1.506 -0.090
O -0.387 2.919 1.811 -0.090
H -1.741 3.343 0.181 0.114
H -2.336 2.373 1.531 0.101
H -2.458 4.373 3.021 0.107
H -3.286 4.719 1.503 0.101
H -0.620 5.099 1.362 0.055
H -0.575 2.597 2.696 0.076
C -0.810 -0.865 -1.290 -0.219
C -0.126 0.535 -1.175 -0.130
O 0.851 0.664 -0.111 -0.097
O 0.024 -1.943 -1.463 -0.093
H -1.526 -0.918 -2.110 0.105
H -1.431 -1.164 -0.445 0.098
H -0.955 1.215 -0.979 0.095
H 0.351 0.737 -2.134 0.122
H 1.342 1.484 -0.197 0.025
H -0.250 -2.707 -0.951 0.058
C -5.107 -0.503 -0.750 -0.298
C -4.159 0.332 0.128 -0.238
O -3.554 1.357 -0.665 -0.236
O -6.272 0.132 -1.249 -0.141
H -5.627 -1.240 -0.139 0.106
H -4.544 -0.997 -1.543 0.093
H -3.435 -0.320 0.616 0.098
H -4.771 0.781 0.910 0.104
H -4.241 2.018 -0.781 0.008
H -6.130 0.918 -1.782 0.026
C 0.005 -1.130 2.483 -0.213
C 0.060 -1.197 4.043 -0.237
O 0.504 -0.061 4.744 -0.064
O -0.687 0.054 2.208 -0.081
H -0.400 -2.006 1.976 0.102
H 1.014 -1.059 2.078 0.095
H 0.637 -2.073 4.339 0.113
H -0.925 -1.431 4.446 0.107
H 0.058 0.740 4.460 0.077
H -0.108 0.645 1.720 0.034
C -2.205 -4.069 0.558 -0.216
C -3.216 -3.764 -0.555 -0.215
O -3.431 -4.866 -1.459 -0.059
O -0.881 -4.095 0.043 -0.073
H -2.317 -4.985 1.138 0.125
H -2.405 -3.279 1.283 0.110
H -2.977 -2.845 -1.092 0.104
H -4.156 -3.632 -0.021 0.118
H -2.649 -4.906 -2.014 0.077
H -0.666 -4.982 -0.253 0.106
C 3.521 -1.848 -0.015 -0.244
C 4.947 -1.238 0.023 -0.209
O 5.785 -1.593 -1.114 -0.073
O 2.774 -1.402 -1.100 -0.040
H 3.006 -1.678 0.931 0.092
H 3.588 -2.934 0.037 0.108
H 5.533 -1.514 0.900 0.096
H 4.977 -0.157 0.165 0.094
H 6.625 -1.992 -0.874 0.063
H 1.835 -1.468 -0.911 0.040
C 3.713 1.105 4.655 -0.074
C 3.519 0.329 3.399 -0.530
C 2.905 1.255 2.341 -0.029
O 4.755 -0.077 2.991 -0.027
H 4.118 0.487 5.456 0.080
H 2.805 1.609 4.986 0.075
H 4.432 1.912 4.515 0.085
H 2.817 -0.478 3.608 0.121
H 2.768 0.681 1.425 0.057
H 3.484 2.115 2.006 0.093
H 1.941 1.641 2.675 0.069
H 5.244 -0.622 3.611 0.103
```

Number 1: molecular weight 842.8 g/mol. Number 2: molecular weight 558.6 g/mol.